A molecular structure, C43H34N7O3PS2Sr in a non-equilibrium geometry. Source: the OMol25 dataset; level of theory: wB97M-V/def2-TZVPD.

```
91
Properties=species:S:1:pos:R:3:forces:R:3:mulliken_charge:R:1
Sr 1.0516 0.9721 0.1193 1.2896 -1.8379 0.4893 1.9772
C 5.1010 -2.7150 2.4070 -0.0214 -0.0065 -0.0230 -0.7191
S 5.5203 -1.3126 1.3555 0.0387 -0.0714 0.0891 -0.1041
C 4.1418 -0.2102 1.4717 0.0269 0.2223 0.1288 0.5237
S 2.6662 -0.6251 2.2525 0.1443 0.2031 -0.3679 -0.4992
N 4.4717 0.9140 0.8842 -0.3355 -0.0629 -0.1039 -1.4370
N 3.4211 1.7124 0.4970 0.6489 -0.0565 0.2751 0.5891
C 3.6167 2.9711 0.5022 -0.1838 0.2888 -0.1479 -1.4002
C 2.6264 3.8746 -0.1352 0.0463 -0.2603 -0.1146 1.1577
C 2.7000 5.2468 0.0580 0.1186 0.0699 0.1484 -0.7399
C 1.7975 6.0774 -0.5837 0.0267 0.0980 0.0214 -0.4677
C 0.8655 5.5221 -1.4424 -0.0083 0.0064 0.0088 -0.9287
C 0.8680 4.1469 -1.5925 0.1413 -0.2382 0.1869 -0.1859
N 1.6975 3.3203 -0.9403 0.0769 0.5353 -0.1239 0.1179
H 5.8748 -2.8394 3.1613 -0.0063 -0.0135 0.0047 0.3743
H 5.0269 -3.6141 1.7968 -0.0009 0.0111 0.0239 0.2391
H 4.1398 -2.5251 2.8825 0.0331 0.0013 -0.0043 0.2197
H 4.5202 3.4005 0.9319 0.0301 0.0054 -0.0637 0.3688
H 3.4582 5.6491 0.7179 -0.0088 0.0111 -0.0137 0.4250
H 1.8268 7.1476 -0.4224 0.0098 -0.0220 0.0041 0.4463
H 0.1328 6.1215 -1.9663 0.0213 -0.0124 -0.0032 0.4710
H 0.1537 3.6856 -2.2630 -0.0010 -0.0410 0.0321 0.6508
O -3.3680 6.0412 -1.7310 -0.1519 -0.2278 -0.0053 -0.6947
C -3.8779 4.9031 -1.7769 -0.2078 0.3547 0.0183 0.1341
O -4.9632 4.4751 -2.1944 0.1627 0.0388 -0.0372 -0.7073
C -2.9334 3.8410 -1.2186 0.2651 -0.1238 0.0765 -0.8138
C -2.6397 2.7101 -1.9725 -0.0122 0.2355 -0.2063 -0.6372
C -1.5417 1.9477 -1.6191 0.0171 -0.3866 0.3403 0.0677
N -0.9946 2.0686 -0.3969 -0.9285 0.4292 -0.2843 2.2192
C -1.3942 3.0605 0.4181 0.3549 -0.1502 0.3017 0.7902
C -2.2515 4.0446 -0.0218 -0.3227 0.0024 -0.1993 -1.6120
C -0.7724 3.1225 1.7910 0.0528 -0.1312 -0.3336 -0.4416
C -1.2679 3.9788 2.7629 -0.0439 0.0902 0.0855 -1.1086
C -0.6120 4.0665 3.9798 -0.0447 0.0178 0.0109 -0.6915
C 0.5059 3.2817 4.2110 -0.0521 -0.0228 0.0302 -1.0330
C 0.9081 2.4074 3.2177 -0.1865 0.0667 -0.2273 -0.7147
N 0.2889 2.3341 2.0318 -0.3265 0.5389 0.4954 1.2882
C -0.8821 0.9934 -2.5815 -0.0663 0.0219 0.2989 -0.3255
C -1.3136 0.9044 -3.8988 -0.0794 0.0212 -0.0861 -0.7570
C -0.6567 0.0604 -4.7757 -0.0486 0.0007 -0.0711 -0.7803
C 0.4292 -0.6718 -4.3285 -0.0193 -0.0152 -0.0339 -0.9546
C 0.8078 -0.5215 -3.0097 -0.0691 0.0994 0.2021 -0.7563
N 0.1762 0.2832 -2.1474 -0.3254 0.0389 -0.6447 1.4001
H -3.2329 2.5165 -2.8564 0.0716 0.1156 -0.0302 0.6744
H -2.4014 4.9706 0.5146 -0.0853 -0.0233 0.0011 0.6255
H -2.1563 4.5632 2.5735 0.0249 0.0160 0.0188 0.5233
H -0.9792 4.7404 4.7439 0.0108 -0.0142 -0.0213 0.4456
H 1.0465 3.3251 5.1465 -0.0234 -0.0076 -0.0099 0.4803
H 1.7471 1.7342 3.3549 0.0075 0.0087 -0.0467 0.3577
H -2.1452 1.5026 -4.2418 0.0256 -0.0390 -0.0001 0.4724
H -0.9889 -0.0163 -5.8032 0.0061 0.0081 0.0119 0.4596
H 0.9789 -1.3377 -4.9795 -0.0192 0.0161 0.0131 0.4996
H 1.6531 -1.0772 -2.6204 0.0033 0.0071 0.0336 0.4963
O -1.3999 -1.4223 2.4182 -0.8253 1.3546 0.9618 -0.2069
N -2.1996 -0.2878 2.2715 0.2859 -0.2608 -0.2360 -0.7934
C -2.6383 -0.1786 1.0853 -0.1092 0.3854 -0.3431 -0.9437
C -2.5432 -0.9830 -0.1747 -0.3051 0.1898 0.2355 0.8922
C -3.5915 -0.6896 -1.0585 -0.0293 0.0113 0.0092 -0.7302
C -3.7229 -1.3119 -2.2878 0.1007 -0.0118 0.0854 -1.1952
C -2.7726 -2.2498 -2.6604 0.0495 0.0638 0.1266 -0.7350
C -1.7276 -2.5472 -1.7944 0.0717 -0.0121 -0.0742 -0.6428
C -1.5832 -1.9361 -0.5482 0.2802 -0.2987 0.1623 1.2459
P -0.1452 -2.3498 0.5792 -0.0852 -0.0560 -0.6106 1.4488
C -0.9623 -3.6593 1.5965 0.5972 -0.6778 -0.0873 -0.1444
C -2.3379 -3.8187 1.7396 -0.0701 -0.4391 -0.0758 0.0625
C -2.8527 -4.8224 2.5530 0.0562 0.1372 -0.1273 -0.8450
C -2.0029 -5.6754 3.2436 0.1087 -0.0134 0.0232 -0.5727
C -0.6295 -5.5115 3.1258 -0.1164 -0.0527 0.0913 -0.6405
C -0.1185 -4.5099 2.3142 0.0288 0.1275 -0.1177 -0.5252
C 1.0099 -3.3694 -0.4175 -0.1763 -0.1560 -0.1903 0.3375
C 0.7754 -4.6829 -0.8332 -0.0650 -0.0091 -0.1052 0.0021
C 1.7461 -5.3916 -1.5223 0.0649 0.0220 -0.0048 -0.6311
C 2.9816 -4.8075 -1.7931 -0.0559 -0.0296 0.0132 -0.6518
C 3.2422 -3.5159 -1.3633 -0.0510 -0.0165 0.0321 -0.5017
C 2.2605 -2.8102 -0.6745 0.0353 -0.0227 -0.0667 -0.8796
H -1.1491 -1.3986 3.3481 0.1121 -0.1196 0.0913 0.2587
H -3.2565 0.7090 0.9821 -0.0609 -0.0200 -0.0289 0.5175
H -4.3222 0.0552 -0.7664 -0.0016 0.0164 0.0033 0.4663
H -4.5485 -1.0578 -2.9409 0.0299 -0.0072 0.0240 0.4291
H -2.8345 -2.7507 -3.6191 0.0061 0.0121 0.0268 0.4440
H -0.9921 -3.2688 -2.1201 0.0729 -0.0639 0.0599 0.3704
H -3.0255 -3.1671 1.2195 -0.0085 0.0128 -0.0302 0.4008
H -3.9261 -4.9339 2.6452 0.0166 0.0042 -0.0091 0.4294
H -2.4071 -6.4599 3.8714 0.0042 0.0278 -0.0119 0.3794
H 0.0466 -6.1618 3.6677 -0.0177 0.0195 -0.0122 0.4214
H 0.9572 -4.3864 2.2376 -0.0197 -0.0178 -0.0291 0.4547
H -0.1745 -5.1575 -0.6113 0.0218 0.0311 0.0076 0.5124
H 1.5442 -6.4067 -1.8410 0.0162 0.0066 0.0016 0.4229
H 3.7431 -5.3692 -2.3205 -0.0239 0.0111 0.0115 0.4326
H 4.2112 -3.0612 -1.5292 -0.0134 -0.0063 -0.0062 0.5068
H 2.4982 -1.8272 -0.2855 -0.0004 0.0416 0.0525 0.2190
```
Forces are in eV/Å.

Calculated values
HOMO level = -7.82 eV
HOMO-LUMO gap = 0.2605 hartree

A molecular structure, C43H35Cl2N3O3PV in a non-equilibrium geometry. Source: the OMol25 dataset; level of theory: wB97M-V/def2-TZVPD.

```
88
Properties=species:S:1:pos:R:3:forces:R:3:mulliken_charge:R:1
V 1.1757 0.2934 0.4914 -0.2750 0.6686 -0.5451 -0.7185
C 3.0819 2.7363 -2.9755 0.1863 0.0321 0.1871 -0.5176
O 3.8457 2.7225 -1.7193 -0.2980 -0.0461 -0.2830 -0.4144
C 3.1170 2.0798 -0.8565 0.3140 0.1173 0.2427 -0.0662
N 1.9728 1.5829 -1.1916 -0.0088 0.0140 -0.0272 0.1569
C 1.7801 1.9744 -2.6495 0.0374 -0.1992 0.1332 0.9065
C 0.5361 2.7896 -2.9373 0.0878 0.0055 0.0180 -0.0569
C -0.6580 2.4859 -2.3079 -0.0703 0.1427 0.0554 0.4045
C -1.8234 3.1776 -2.5933 0.0265 0.0226 0.0233 -0.7034
C -1.8051 4.1918 -3.5411 -0.0843 -0.0113 0.0265 -0.8995
C -0.6241 4.4879 -4.2004 0.1014 -0.0323 -0.0115 -1.0499
C 0.5420 3.7911 -3.9027 -0.1009 0.0467 -0.0773 -1.0728
C 3.6925 1.9008 0.4931 -0.4033 -0.1382 -0.1497 0.3401
C 4.9024 2.3842 0.9596 0.1161 0.0464 0.0408 -0.7576
C 5.2943 2.0227 2.2428 -0.0186 -0.0230 0.0041 -0.6918
C 4.4859 1.1827 3.0093 0.1787 0.1286 0.1235 -0.7157
C 3.2968 0.7671 2.4561 -0.3431 -0.1805 -0.1532 0.1163
N 2.9086 1.1332 1.2352 0.4620 -0.0489 0.3217 0.8777
C 2.3113 -0.1637 3.0360 0.0613 0.1405 -0.2154 -0.1433
N 1.2254 -0.4836 2.3749 0.3756 -0.2342 0.2232 0.3623
C 0.4236 -1.3636 3.2846 0.1664 0.2203 -0.1210 -0.3450
C 1.4013 -1.6161 4.4575 0.1524 0.2702 0.0247 -0.5196
O 2.5237 -0.6814 4.1927 -0.3213 -0.2921 0.1303 -0.4301
C -0.8490 -0.6957 3.7455 -0.0028 -0.0009 -0.0205 0.5949
C -1.8974 -1.4953 4.1931 -0.0911 -0.0148 -0.0642 -0.1502
C -3.0396 -0.9157 4.7247 -0.0134 0.0864 -0.0091 -0.9284
C -3.1397 0.4691 4.8152 -0.0521 -0.0739 0.0186 -0.6511
C -2.0906 1.2684 4.3901 0.0799 -0.0351 -0.0298 -0.7546
C -0.9445 0.6866 3.8582 -0.0186 0.0838 0.1144 -0.4276
H 3.7044 2.2726 -3.7339 0.0060 -0.0321 -0.0118 0.3041
H 2.9163 3.7815 -3.2062 0.0362 0.0189 -0.0215 0.4569
H 1.7358 1.0367 -3.2081 -0.0419 -0.0208 -0.0434 -0.0623
H -0.6791 1.6639 -1.6144 0.0228 0.0117 0.0887 0.4203
H -2.7488 2.9234 -2.0886 0.0167 0.0059 0.0123 0.4145
H -2.7082 4.7405 -3.7722 0.0071 -0.0025 0.0028 0.4677
H -0.6033 5.2636 -4.9538 0.0033 -0.0036 0.0038 0.4374
H 1.4358 4.0369 -4.4616 -0.0324 0.0030 0.0029 0.5152
H 5.5204 3.0113 0.3316 -0.0048 0.0061 0.0021 0.6598
H 6.2353 2.3771 2.6422 -0.0057 0.0062 -0.0040 0.5229
H 4.7747 0.8657 4.0024 0.0089 0.0000 -0.0097 0.6697
H 0.2103 -2.2893 2.7545 -0.0502 -0.0852 0.0370 0.4447
H 1.8254 -2.6141 4.5004 0.0289 -0.0234 -0.0527 0.3637
H 0.9893 -1.3266 5.4182 -0.0174 -0.0601 0.0490 0.3781
H -1.8191 -2.5769 4.1400 0.0114 0.0232 0.0062 0.5763
H -3.8480 -1.5398 5.0813 0.0089 -0.0075 -0.0054 0.4970
H -4.0264 0.9207 5.2395 0.0006 -0.0148 0.0056 0.4920
H -2.1510 2.3443 4.4965 0.0083 -0.0122 -0.0031 0.5373
H -0.1154 1.3253 3.5752 -0.0152 -0.0125 -0.0140 0.2648
O 0.3085 1.9615 1.1284 -0.9221 -0.5557 -0.2628 -0.4789
C -0.5355 1.1741 0.7079 0.3118 0.6311 0.3347 0.2207
C -1.9220 0.9827 0.4713 0.3181 0.1042 0.1079 1.0824
C -2.9546 1.8326 0.8821 0.0070 0.0025 0.0254 -0.6443
C -4.2438 1.4744 0.5480 -0.0087 -0.1610 -0.1172 -0.9046
C -4.4766 0.3049 -0.1871 -0.0447 0.0834 0.0475 -0.8307
C -3.4385 -0.5270 -0.6045 -0.0363 -0.0504 0.0131 -0.2024
C -2.1406 -0.1849 -0.2735 -0.0779 -0.1777 0.0108 -0.4252
P -0.6113 -1.1139 -0.6860 -0.3132 0.3452 0.0055 2.5799
C -1.0159 -2.8188 -0.2234 0.0290 0.0535 -0.1283 0.6086
C -0.8326 -3.8847 -1.1031 0.0755 -0.1290 0.0435 -0.3684
C -1.2382 -5.1618 -0.7343 0.0383 0.0369 -0.0090 -0.6938
C -1.8385 -5.3767 0.4968 -0.0225 0.0242 0.0448 -0.8609
C -2.0432 -4.3102 1.3678 0.0507 -0.0343 -0.0504 -0.9293
C -1.6328 -3.0367 1.0110 -0.0516 0.0115 0.0755 -0.7110
C -0.4225 -1.0427 -2.4883 -0.0765 -0.0390 -0.0500 1.5488
C 0.6100 -1.7463 -3.1205 0.0829 -0.0336 -0.0151 -0.3684
C 0.7460 -1.7171 -4.4982 -0.0509 0.0548 0.0021 -0.9608
C -0.1438 -0.9745 -5.2681 0.0184 -0.0003 0.0130 -0.8632
C -1.1698 -0.2729 -4.6544 0.0368 -0.0241 0.0466 -0.7431
C -1.3121 -0.3090 -3.2736 -0.0766 -0.0294 -0.0416 -0.8641
H -2.7456 2.7267 1.4542 0.0257 -0.0026 -0.0125 0.5977
H -5.0765 2.0933 0.8534 -0.0070 -0.0140 -0.0065 0.5495
H -5.4967 0.0403 -0.4362 0.0131 -0.0113 -0.0080 0.5300
H -3.6522 -1.4283 -1.1661 -0.0148 0.0180 -0.0041 0.6841
H -0.3964 -3.7360 -2.0804 -0.0535 0.0070 -0.0124 0.4922
H -1.0996 -5.9846 -1.4227 -0.0083 0.0007 0.0039 0.5090
H -2.1672 -6.3706 0.7702 0.0049 0.0100 0.0091 0.4552
H -2.5420 -4.4718 2.3147 -0.0015 -0.0040 -0.0109 0.5094
H -1.8479 -2.2078 1.6765 0.0237 0.0245 -0.0261 0.7946
H 1.3015 -2.3524 -2.5521 0.0171 0.0172 0.0286 0.3512
H 1.5373 -2.2811 -4.9740 -0.0049 -0.0012 0.0082 0.4925
H -0.0411 -0.9533 -6.3451 0.0020 -0.0040 0.0110 0.4570
H -1.8675 0.3026 -5.2482 -0.0022 -0.0018 0.0123 0.5054
H -2.1198 0.2516 -2.8241 -0.0065 -0.0731 -0.0117 0.3400
Cl 3.4120 -3.0478 1.6166 0.0450 0.0895 0.0959 -0.0665
C 2.7992 -2.9111 -0.0001 -0.0404 0.0499 -0.1528 0.1246
Cl 2.7675 -1.1724 -0.6072 0.5332 -0.7059 -0.0042 0.0188
H 1.7800 -3.2792 -0.0568 -0.0285 0.0255 -0.0404 -0.1380
H 3.4683 -3.4015 -0.6990 -0.0206 -0.0328 -0.0004 0.4971
```
Forces are in eV/Å.

Calculated values
relative energy (zero: lowest compared OMol25 entry of this formula, charge and spin) = 6.6 kcal/mol
charge = +3
HOMO level (spin up / spin down) = -16.10 / -16.10 eV
multiplicity = 2
HOMO-LUMO gap (spin up / spin down) = 0.2267 / 0.2381 hartree

> Number 1 is which compound?

C43H34N7O3PS2Sr